{"formula": "CH2F3NNiO4S", "method": "ωB97M-V with the def2-TZVPD basis set", "charge": 0, "largest_force_ev_per_a": 2.390, "total_energy_ha": -2600.99282, "e_homo_ev": [-9.82, -9.89], "spin_multiplicity": 3, "s_squared": 2.0065, "symbols": ["Ni", "O", "H", "N", "S", "O", "O", "C", "F", "F", "F", "O", "H"], "xyz": [[1.666, 0.951, -0.309], [0.643, -1.900, -0.528], [1.631, -2.050, -0.721], [0.330, -0.551, -0.559], [-0.598, 0.009, 0.618], [-0.972, -0.853, 1.729], [0.104, 1.308, 0.897], [-2.243, 0.555, -0.086], [-3.022, -0.506, -0.211], [-2.064, 1.113, -1.268], [-2.811, 1.426, 0.731], [3.423, 0.560, -0.414], [3.914, -0.062, 0.123]], "mulliken_spin": [1.668, 0.005, 0.001, 0.085, 0.010, 0.007, 0.040, 0.002, 0.000, 0.000, 0.002, 0.184, -0.003]}

***

{"formula": "CH2F3NO", "method": "ωB97M-V with the def2-TZVPD basis set", "charge": 0, "largest_force_ev_per_a": 6.878, "total_energy_ha": -468.75841, "e_homo_ev": -12.58, "de_lowest_ev": 2.319, "symbols": ["C", "N", "O", "F", "F", "F", "H", "H"], "xyz": [[0.154, 0.163, -0.676], [0.840, -0.652, -1.481], [-0.570, -0.183, -1.632], [-0.803, 0.583, 3.009], [0.508, 1.470, -0.600], [-0.339, 0.035, 0.546], [0.627, -1.610, -1.165], [-0.418, 0.194, 2.000]], "nbo_charge": [0.946, -0.292, -0.327, -0.609, -0.320, -0.323, 0.361, 0.565]}

***

{"formula": "CH2F3NO2S", "method": "ωB97M-V with the def2-TZVPD basis set", "charge": 0, "largest_force_ev_per_a": 3.551, "total_energy_ha": -942.16142, "e_homo_ev": [-9.16, -8.68], "de_lowest_ev": 4.132, "symbols": ["C", "N", "O", "O", "F", "F", "F", "S", "H", "H"], "xyz": [[-1.307, 0.839, -0.715], [0.718, -1.341, 0.562], [1.947, 0.579, -0.405], [1.304, -0.711, 1.660], [-2.103, -0.102, -0.108], [-1.332, 1.998, -0.070], [-1.676, 1.007, -2.035], [0.949, -0.442, -0.826], [-0.066, -1.959, 0.599], [1.566, 0.132, 1.339]], "nbo_charge": [0.819, -0.529, -0.896, -0.514, -0.353, -0.316, -0.348, 1.237, 0.411, 0.489]}

***

{"formula": "CH2F3P", "method": "ωB97M-V with the def2-TZVPD basis set", "charge": 0, "largest_force_ev_per_a": 3.489, "total_energy_ha": -680.25442, "smiles": "C=P(F)(F)F", "e_homo_ev": -9.84, "de_lowest_ev": 1.149, "symbols": ["C", "P", "F", "F", "F", "H", "H"], "xyz": [[0.962, 0.689, -0.763], [-0.389, -0.162, 0.347], [-1.192, 0.866, 1.170], [-1.691, -1.160, 0.253], [0.165, -0.896, 1.688], [1.807, -0.108, -0.992], [0.338, 0.771, -1.702]], "nbo_charge": [-0.926, 2.154, -0.546, -0.557, -0.555, 0.229, 0.201]}

***

{"formula": "CH2FLi2O2", "method": "ωB97M-V with the def2-TZVPD basis set", "charge": 1, "largest_force_ev_per_a": 2.422, "total_energy_ha": -304.58758, "e_homo_ev": -15.91, "symbols": ["O", "C", "O", "Li", "Li", "H", "H", "F"], "xyz": [[0.644, -1.227, 0.246], [1.211, -0.287, -0.427], [0.589, 0.626, -0.999], [0.287, 2.309, 0.136], [-1.503, 0.310, -0.826], [2.268, -0.129, -0.159], [-0.332, -0.934, 0.511], [-1.106, 0.573, 0.889]], "nbo_charge": [-0.623, 0.703, -0.810, 0.982, 0.966, 0.165, 0.534, -0.918]}

***

{"formula": "CH2FN3O3", "method": "ωB97M-V with the def2-TZVPD basis set", "charge": 0, "largest_force_ev_per_a": 3.393, "total_energy_ha": -528.95538, "smiles": "[O-]/[N+](O)=N\\F.N=C=O", "e_homo_ev": -10.73, "de_lowest_ev": 0.351, "symbols": ["O", "N", "O", "N", "F", "H", "N", "C", "O", "H"], "xyz": [[-1.110, -0.665, 2.263], [-1.296, -0.615, 1.097], [-2.483, 0.076, 0.709], [-0.733, -1.051, 0.052], [0.331, -1.892, 0.334], [-2.442, 0.097, -0.269], [2.513, 1.044, -1.352], [1.439, 1.104, -0.848], [0.385, 1.433, -0.456], [3.396, 0.470, -1.529]], "nbo_charge": [-0.337, 0.533, -0.509, 0.039, -0.218, 0.492, -0.774, 0.855, -0.543, 0.461]}

***

{"formula": "CH2FNO", "method": "ωB97M-V with the def2-TZVPD basis set", "charge": 0, "largest_force_ev_per_a": 4.072, "total_energy_ha": -268.94364, "e_homo_ev": [-9.39, -10.31], "spin_multiplicity": 3, "de_lowest_ev": 2.318, "s_squared": 2.0065, "symbols": ["C", "N", "O", "F", "H", "H"], "xyz": [[-1.057, -0.146, -0.097], [1.879, 0.719, 0.423], [0.012, -0.248, 0.395], [2.658, -0.162, -0.087], [-1.839, -0.966, -0.536], [-1.653, 0.803, -0.098]], "mulliken_spin": [0.020, 1.798, 0.024, 0.153, 0.004, 0.001]}

***

{"formula": "CH2FNO2", "method": "ωB97M-V with the def2-TZVPD basis set", "charge": 0, "largest_force_ev_per_a": 2.377, "total_energy_ha": -344.20964, "e_homo_ev": [-11.02, -11.09], "de_lowest_ev": 3.777, "symbols": ["C", "N", "O", "O", "F", "H", "H"], "xyz": [[-0.773, 0.639, 0.427], [-0.072, -0.317, -0.358], [-0.946, 1.798, 0.192], [0.709, -1.112, 0.407], [1.277, 0.376, -1.549], [-1.444, 0.175, 1.217], [1.249, -1.558, -0.337]], "nbo_charge": [0.453, 0.156, -0.444, -0.448, -0.393, 0.150, 0.526]}

***

Repeat the fourth record exactly.
{"formula": "CH2F3P", "method": "ωB97M-V with the def2-TZVPD basis set", "charge": 0, "largest_force_ev_per_a": 3.489, "total_energy_ha": -680.25442, "smiles": "C=P(F)(F)F", "e_homo_ev": -9.84, "de_lowest_ev": 1.149, "symbols": ["C", "P", "F", "F", "F", "H", "H"], "xyz": [[0.962, 0.689, -0.763], [-0.389, -0.162, 0.347], [-1.192, 0.866, 1.170], [-1.691, -1.160, 0.253], [0.165, -0.896, 1.688], [1.807, -0.108, -0.992], [0.338, 0.771, -1.702]], "nbo_charge": [-0.926, 2.154, -0.546, -0.557, -0.555, 0.229, 0.201]}